Entry 1:
# C27H31AgAsN3OS5

A molecular structure, C27H31AgAsN3OS5 in a non-equilibrium geometry (ωB97M-V/def2-TZVPD, OMol25).

```
69
Properties=species:S:1:pos:R:3:nbo_charge:R:1
H -3.17266 -1.75373 0.87196 0.22
H -0.69536 5.02557 -0.63974 0.22
C 0.02524 -3.33473 0.54386 -0.28
H 2.52544 1.06327 -3.30514 0.23
H 0.90104 0.70477 -1.46934 0.21
C -2.04826 1.58567 2.60876 -0.42
C 4.76254 -2.07123 -0.18554 -0.74
C 1.92434 -2.23833 -3.75664 -0.21
H -1.57696 -3.08033 1.94126 0.22
As -0.47176 -1.66493 -0.36204 1.96
H -1.69846 -1.58123 -3.13904 0.22
H -2.56446 6.27927 2.31256 0.19
C -1.25126 5.64657 0.06196 -0.42
H -1.91036 6.30537 -0.50344 0.21
H 0.59844 -3.41883 -2.55624 0.22
S 3.21444 0.84877 -0.03274 -0.48
H 3.18964 -0.82913 -4.75324 0.22
C 1.46844 -5.21493 0.93476 -0.21
H -3.74126 6.04837 1.00346 0.20
C -3.05416 5.53367 1.67566 -0.41
H -4.54946 2.58097 2.00476 0.19
H 0.27514 4.16997 1.17276 0.37
C -3.36746 -1.69873 -0.19534 -0.21
C 5.57914 0.18487 1.17096 -0.46
H -5.49226 -1.57153 0.02986 0.22
N -0.28056 3.34527 1.37596 -0.89
H -1.95686 0.70797 1.96446 0.23
H 4.54424 -3.12873 -0.08464 0.21
H -3.96746 3.36477 0.51646 0.22
S 7.21174 0.66827 1.60346 0.46
C 1.03644 -2.44213 -2.71604 -0.26
C -2.29596 -1.71373 -1.08094 -0.38
C -2.53226 -1.59323 -2.44404 -0.15
H -0.96696 -5.07283 3.27716 0.22
C -4.89706 -1.47073 -2.02964 -0.20
C -1.54826 3.61697 1.37576 0.64
H -3.79456 1.61147 0.72316 0.20
H -1.08176 1.77687 3.07016 0.23
S 5.11504 -1.47663 1.50306 0.25
C 0.69664 -1.38853 -1.87714 -0.35
C -4.66496 -1.58423 -0.66694 -0.20
C -0.38766 -4.81243 2.40186 -0.20
H -2.78856 1.38587 3.38576 0.19
C 7.07844 2.32677 1.09556 -0.57
C -3.83116 -1.47563 -2.91524 -0.23
S 8.29804 3.40707 1.21616 -0.08
H -3.61886 4.86137 2.31076 0.22
H 1.75474 -3.80403 -0.65054 0.23
C 1.13744 -4.08993 0.19366 -0.23
H 2.19474 -3.06313 -4.40134 0.22
Ag 1.04274 1.45057 0.98946 0.78
C 4.75964 1.12697 0.65146 -0.35
H 2.33604 -5.80063 0.66216 0.22
H 3.91114 -1.52043 -0.57554 0.24
C 1.20184 -0.12163 -2.11624 -0.12
H -0.55186 6.27357 0.62866 0.18
H -4.00996 -1.37323 -3.97664 0.22
C 2.10244 0.08207 -3.14804 -0.22
C -3.76696 2.57817 1.24036 -0.41
S 5.51104 2.72137 0.44896 0.45
O -0.46486 -0.45543 0.72046 -1.21
H 0.96954 -6.45653 2.60796 0.22
H 5.63724 -1.91163 -0.80704 0.22
C 2.47374 -0.98033 -3.95704 -0.19
H -5.90816 -1.36253 -2.39784 0.22
C -0.72886 -3.69713 1.65516 -0.23
C 0.70664 -5.57973 2.03306 -0.19
N -2.07536 4.80337 0.89716 -0.45
N -2.47016 2.74667 1.86246 -0.43
```

The value obtained for the HOMO energy is -6.702 eV. Its energy above the lowest of the compared OMol25 structures with the same formula, charge and spin is 30.9 kcal/mol.

Entry 2:
# C27H31BrF15IO13

6 unconnected molecules or ions with the total composition C27H31BrF15IO13 in a non-equilibrium geometry (ωB97M-V/def2-TZVPD, OMol25).

```
88
Properties=species:S:1:pos:R:3:lowdin_charge:R:1
F -0.35603 7.22287 5.60443 0.19
O 0.66693 5.27274 4.02581 0.18
F 1.85002 1.55630 -6.58222 0.17
H -0.67783 -3.92858 3.44369 0.13
C 4.98321 -1.55534 4.75151 -0.56
C 3.68831 0.81433 1.27890 -0.06
H 0.56644 -6.40171 -4.96422 0.07
H -2.99312 6.64531 1.95622 0.10
C -3.86593 6.56697 1.31492 -0.19
F -3.99677 2.60484 0.04784 0.16
F 0.40798 0.15327 1.53851 0.14
Br 3.25902 -7.65418 -5.71140 0.90
H 5.82709 0.76692 1.62700 0.13
H -0.19402 3.74303 2.22046 0.13
H -2.26258 0.20876 -4.93871 0.13
O 4.80874 0.33369 3.38755 0.04
C -4.93205 4.75256 0.27552 -0.41
H 3.60800 -0.23186 0.98613 0.08
F -1.76483 7.33278 3.96791 0.16
H -1.07904 -4.96373 1.19865 0.08
H -0.98811 2.59359 -3.48989 0.09
O 1.18698 -7.06915 -0.96432 0.12
H -5.29086 7.02103 2.85952 0.09
F 0.75933 -1.36526 0.04243 0.17
F 0.89784 0.13209 -7.90313 0.17
C 5.11554 -0.95095 3.34406 -0.41
F -5.46340 2.86936 1.61612 0.17
H 2.88616 -3.37829 -3.14063 0.08
C 3.33417 -8.66734 -2.95086 -0.44
F 6.00145 -1.15129 5.51523 0.17
H 2.37915 -4.88649 -4.90322 0.09
O -1.43882 4.54725 3.67797 0.03
C -5.00593 7.38900 1.87376 -0.05
H 0.94343 -3.98752 -4.53646 0.09
H 2.78360 1.07368 1.82712 0.07
F 2.27832 -0.54869 -6.39040 0.18
C 4.90916 1.04831 2.14051 -0.19
H 3.74027 1.42131 0.37585 0.09
C -1.35324 -3.47635 2.72213 -0.19
F -6.08569 2.83123 -0.44837 0.18
O -2.38466 -1.40483 1.30267 0.18
C 1.61830 -4.73663 -4.14927 -0.31
O 0.01186 -0.78820 -4.97569 0.17
C -0.51421 5.36060 4.15486 -0.41
C -1.20563 -1.56700 1.36117 -0.41
C 1.71299 -7.08999 -3.34774 -0.23
C -5.13297 3.23158 0.37738 -0.56
C -0.49921 2.29422 3.80044 -0.05
H -2.42371 -5.29608 2.30400 0.09
C -1.21094 6.52189 4.88019 -0.56
F -2.17993 6.08014 5.68065 0.17
C 2.68895 -7.75012 -3.94992 -0.55
C -1.80708 1.19714 -4.90871 -0.19
C 0.86300 -6.05394 -3.99070 -0.67
C 1.32587 0.33316 -6.65421 -0.56
H -4.70716 8.43252 1.96071 0.08
C 2.22905 -4.19328 -2.87794 -0.09
F 5.00121 -2.87726 4.69206 0.18
C 1.68968 -7.58043 -1.92819 -0.40
H -0.23160 1.43213 3.19800 0.05
H -2.58366 -4.06327 1.04903 0.08
F -0.78190 0.09604 -0.26230 0.18
H -3.57894 6.89638 0.31739 0.13
C -0.97329 3.41992 2.90951 -0.18
H -2.14805 -2.97696 3.27406 0.13
C -1.89509 -4.51232 1.76374 -0.05
H -2.50360 1.89942 -5.35972 0.13
F 3.84566 -1.17364 5.33447 0.17
H 4.98932 2.09662 2.41736 0.13
H -5.88345 7.33345 1.23096 0.08
O -5.36266 5.41444 -0.61684 0.18
O -0.55329 -2.50732 2.01338 0.04
H -0.78015 0.90683 -3.03256 0.07
O 2.47019 -8.72531 -1.88582 0.15
H 2.83376 -4.91584 -2.34555 0.08
C -0.19099 -0.65825 0.65204 -0.55
I -0.99666 -5.71794 -2.95925 0.91
O -0.64136 1.21952 -5.75694 0.04
O 5.47100 -1.57319 2.39224 0.18
H -2.37062 1.66147 -2.88865 0.08
H -1.83160 3.10674 2.31932 0.12
H 0.37174 2.59117 4.38420 0.08
C -1.46715 1.61414 -3.49520 -0.06
O 4.41405 -9.19343 -3.00131 0.16
O -4.18987 5.16179 1.28792 0.03
C 0.15597 0.17009 -5.67015 -0.41
H -1.28158 2.00394 4.50243 0.09
H 1.48551 -3.80458 -2.19941 0.06
```

The value obtained for the HOMO energy is -9.632 eV. The SMILES is CC[C@H](I)C1=C(Br)C(=O)OC1=O.CCOC(=O)C(F)(F)F.CCOC(=O)C(F)(F)F.CCOC(=O)C(F)(F)F.CCOC(=O)C(F)(F)F.CCOC(=O)C(F)(F)F. Its energy above the lowest of the compared OMol25 structures with the same formula, charge and spin is 0.0 kcal/mol.

Entry 3:
# C27H31BrGeMgN7O2

A molecular structure, C27H31BrGeMgN7O2 (ωB97M-V/def2-TZVPD, OMol25).

```
70
Properties=species:S:1:pos:R:3:nbo_charge:R:1
C 1.76411 -3.17993 0.34206 0.05
C 3.09083 1.18487 -0.28524 0.07
C 1.06262 -1.35224 -3.26220 -0.20
C 3.28381 -5.14255 0.72557 -0.63
C -2.33257 1.96960 5.36783 -0.21
N 1.94623 -2.01619 -5.41343 -0.83
C -0.82990 -0.03925 -3.18251 -0.08
H -1.96309 5.07076 0.67341 0.23
H 3.58505 -1.91674 -1.31018 0.17
H -2.74962 2.19741 6.34157 0.20
H -4.07387 1.99034 -1.91600 0.23
H -1.08512 -5.29328 -0.95429 0.23
H -2.93420 4.63884 2.09517 0.23
H -1.55360 1.00968 -0.58176 0.21
H 1.86296 -1.89119 -2.76672 0.16
C 3.83342 -0.90448 -1.00496 0.06
H 2.16786 2.97736 0.54425 0.18
Br -1.98456 -2.52193 -0.94004 0.11
H -4.21333 1.88707 2.43435 0.24
H 4.00987 -5.11443 -0.08962 0.22
C -3.75544 2.96327 -1.53478 -1.09
H -2.76527 -0.13991 5.50453 0.21
Mg 0.66572 -0.45117 -0.39646 1.75
C -2.90485 4.63049 1.00549 -1.09
C 2.00301 2.01255 0.06953 0.00
H 5.91721 -1.19484 -1.36819 0.20
N 0.64932 -2.56949 -0.07046 -0.55
C -2.34511 0.66057 4.90745 -0.31
C 0.93441 -5.31880 -0.20896 -0.15
C -1.77874 2.97989 4.59333 -0.28
N 2.79980 -0.13558 -0.62376 -0.67
C -1.28685 1.37311 2.84956 -0.16
C -0.24565 -4.71798 -0.59372 -0.27
O -1.83979 -0.93025 3.24008 -0.72
H -3.72949 5.23666 0.62252 0.22
C -1.55844 1.67010 0.28922 -0.54
H 1.04276 -6.39487 -0.28422 0.21
C -0.88421 -0.07332 -4.54120 -0.08
H -1.75204 3.99967 4.95791 0.20
H -0.81909 3.43642 2.71326 0.23
H 2.37983 -2.81129 -4.97560 0.36
Ge -3.13398 2.81082 0.32156 1.62
H 3.16054 -6.18181 1.02793 0.21
C -0.34125 -3.33829 -0.49563 0.18
H 4.62113 2.67200 0.01357 0.20
H -5.46940 2.42559 1.29645 0.22
C 0.98168 -1.35685 -4.63687 0.33
H -1.69092 0.43812 -5.05548 0.17
C 5.14719 -0.51070 -1.03967 -0.36
H 1.60865 -2.19961 -6.34463 0.38
C -4.51069 1.90917 1.38376 -1.09
O -0.33047 -0.21975 1.30348 -0.99
H -1.60184 0.48928 -2.63097 0.18
N 0.03028 -0.72130 -5.33893 -0.58
H -2.94911 3.32873 -2.17381 0.23
N 0.16065 -0.65051 -2.46076 -0.73
N 0.79017 1.55570 -0.13937 -0.52
C 5.45091 0.81839 -0.64252 -0.22
H -4.63431 0.87948 1.04204 0.23
C -1.81542 0.35035 3.65848 0.41
H 2.52575 -2.51934 0.74123 0.22
C 4.43310 1.64541 -0.27853 -0.21
H 6.47573 1.16893 -0.64386 0.20
H -1.28442 -0.94080 2.40684 0.52
H 3.70839 -4.58751 1.56211 0.23
C -0.85129 1.02986 1.45434 0.38
C 1.97232 -4.54736 0.28878 -0.06
C -1.25943 2.67002 3.34013 -0.19
N -0.20993 2.14805 0.67280 -0.32
H -4.59806 3.65496 -1.60526 0.22
```

Its total charge is -1. The value obtained for the HOMO energy (spin up / spin down) is -2.755 / -1.875 eV. Its energy above the lowest of the compared OMol25 structures with the same formula, charge and spin is 2.7 kcal/mol.

Entry 4:
# C27H31Cl2LaN5OS4

A molecular structure, C27H31Cl2LaN5OS4 in a non-equilibrium geometry (ωB97M-V/def2-TZVPD, OMol25).

```
71
Properties=species:S:1:pos:R:3:lowdin_charge:R:1
H 5.42653 -3.52205 3.82138 0.10
C 3.15143 3.96445 -2.66202 -0.12
C -1.19947 3.91755 -0.15982 -0.05
H 3.89523 4.46195 -3.26992 0.09
H 2.82843 2.37575 -4.06352 0.10
H -0.13327 1.96265 2.38508 0.04
Cl 2.81833 0.30605 5.15558 0.66
N -1.54027 -2.40865 0.43518 -0.17
C -2.35767 -1.10625 2.38078 -0.22
C 2.29363 -1.32565 3.07788 -0.75
H -1.02057 4.10935 -1.20942 0.12
C -0.73807 2.67875 1.84398 -0.08
C 1.84753 3.85105 -0.65242 -0.04
C -3.28887 0.46235 0.71188 -0.19
N 0.31193 2.02425 -0.26262 -0.18
H -3.07427 5.06775 2.41408 0.09
Cl 1.62723 -2.85205 0.94578 0.63
H -1.81117 3.29415 3.58388 0.10
N -2.12067 -0.00275 1.45398 -0.11
C 1.61383 2.14415 -2.32712 -0.08
C 2.55563 2.79245 -3.10312 -0.10
S 3.32463 0.04795 0.08978 0.48
H -0.93587 -3.17195 0.13518 0.03
C 2.64433 -2.42745 2.28248 -0.67
H 3.27413 5.37585 -1.05602 0.09
H -3.68147 1.39655 1.13498 0.12
H -1.72217 0.78975 1.95328 0.04
H 1.59193 4.25055 0.31858 0.11
H -2.58187 5.53125 0.03818 0.10
H -3.01077 -3.52355 -0.62762 0.13
H -3.79137 -1.48125 -1.93892 0.12
S 0.87253 -0.39075 2.81738 0.52
O 0.55503 -4.12925 -4.01752 -0.25
C 4.57223 -2.90145 3.60618 -0.09
La 0.45283 -0.35595 -0.03242 1.43
H -2.19217 -2.12125 -2.34082 0.01
H -1.90477 -0.88505 3.34888 0.09
C 3.77053 -3.18985 2.51678 -0.11
S 0.65573 -2.67765 -1.98772 0.50
H -4.08997 -0.27815 0.77988 0.10
C -1.66097 3.45205 2.52388 -0.10
C 3.16123 -1.04525 4.14638 -0.70
H -2.42307 1.67205 -0.84212 0.09
C 4.26583 -1.82275 4.42078 -0.12
C 1.22793 2.66445 -1.08092 -0.36
H -2.33797 -3.28635 2.20928 0.11
H 1.16223 1.22065 -2.68962 0.10
N -2.11057 -0.31135 -1.34692 -0.14
H -3.60677 -2.17865 0.33828 0.09
N 3.60293 -0.66605 -2.60402 0.05
C -2.96507 0.72455 -0.77042 -0.20
C -2.79227 -2.49205 -0.31272 -0.19
H 0.14473 -3.73565 -6.01312 0.04
H 0.97563 -5.27075 -5.61202 0.09
H -3.43067 -1.25265 2.55888 0.11
C 2.79713 4.47825 -1.42452 -0.10
S -0.87967 -1.95135 -4.44142 0.59
C -1.72327 -2.43265 1.87918 -0.25
H 4.01763 -3.99955 1.84858 0.11
C 3.45863 -0.37295 -1.49542 -0.99
C -2.09017 4.70515 0.53618 -0.10
C 0.20393 -4.56695 -5.30772 -0.14
C 0.10743 -2.94965 -3.56012 -1.32
C -2.76107 -1.60395 -1.56722 -0.23
H -1.82467 0.02045 -2.26692 0.09
H -3.91737 0.82675 -1.32282 0.12
C -0.51427 2.85755 0.46768 -0.35
C -2.35557 4.46195 1.87688 -0.12
H 4.88023 -1.57975 5.27418 0.10
H -0.73947 -2.53785 2.34368 0.04
H -0.76147 -5.08095 -5.28562 0.09
```

Its total charge is -1. The value obtained for the HOMO energy is -4.632 eV. Its energy above the lowest of the compared OMol25 structures with the same formula, charge and spin is 9.6 kcal/mol.